Version a
Computed, not measured: one molecule with the formula C5H5Cl, with ωB97M-V with the def2-TZVPD basis set.

```
11
Properties=species:S:1:pos:R:3:mulliken_charge:R:1
Cl 2.70248 0.01432 -0.34101 -0.20
C 1.04470 0.19186 0.27853 0.03
C 0.20877 -1.10706 0.00955 -0.42
C -1.03305 -0.81421 -0.22267 -0.59
C -1.18043 0.54649 -0.40569 -0.25
C -0.06059 1.17152 -0.04212 -0.24
H 1.40996 0.02390 1.27573 0.23
H 0.74967 -1.93481 0.30769 0.44
H -1.77895 -1.49874 -0.60361 0.37
H -2.10805 1.16187 -0.53155 0.33
H 0.04550 2.24486 0.27515 0.30
```

Its HOMO-LUMO gap is 9.23 eV. The spin multiplicity is 1. As for the SMILES: ClC1C=CC=C1. The net charge is 0.


Version b
Computed, not measured: one molecule with the formula C5H5Cl, with ωB97M-V with the def2-TZVPD basis set.

```
11
Properties=species:S:1:pos:R:3:mulliken_charge:R:1
C -0.98134 2.04635 -0.88752 0.08
C -0.74267 1.13760 -0.10160 -0.51
C -0.43075 0.13583 0.98878 -0.44
C 0.47918 -1.00335 0.53308 -0.25
C 0.97063 -1.07334 -0.65950 -0.23
Cl 1.82088 -2.35525 -1.29926 -0.18
H -1.29199 2.85126 -1.54813 0.41
H -1.35941 -0.27998 1.34893 0.28
H 0.11454 0.63044 1.75477 0.27
H 0.54787 -1.75812 1.32220 0.30
H 0.87307 -0.33143 -1.45175 0.27
```

Its HOMO-LUMO gap is 10.54 eV. The spin multiplicity is 1. As for the SMILES: C#CC/C=C/Cl. The net charge is 0.


The structure with the most favorable energy is version a; the runner-up is 0.0125 hartree above it.


Version a
Computed, not measured: a 2-piece molecular cluster, C5H8NO2 overall, with ωB97M-V with the def2-TZVPD basis set.

```
16
Properties=species:S:1:pos:R:3:mulliken_charge:R:1
C -0.01878 -0.39425 -0.66917 -0.34
C -0.67319 -1.59728 0.01677 -0.75
C 0.09134 -2.15231 1.17318 -0.11
C -0.07455 -3.49578 1.50411 -0.89
N -0.52581 0.85353 -0.14266 -0.36
C 0.19825 2.05445 -0.57386 0.53
O 0.80516 1.93122 -1.65518 -0.72
O 0.08052 3.02892 0.19314 -0.76
H -0.20778 -0.40575 -1.74542 0.25
H 1.07462 -0.48136 -0.53462 0.30
H -1.68980 -1.37125 0.33802 0.37
H -0.73290 -2.48657 -0.61628 0.41
H 0.66270 -1.44561 1.77885 0.45
H -0.18369 -3.73785 2.57454 0.27
H 1.46492 -3.34968 1.62988 0.16
H -0.57865 0.88255 0.86947 0.20
```

Its HOMO-LUMO gap is 6.66 eV. The spin multiplicity is 1. The net charge is -1.


Version b
Computed, not measured: a 2-piece molecular cluster, C5H8NO2 overall, with ωB97M-V with the def2-TZVPD basis set.

```
16
Properties=species:S:1:pos:R:3:mulliken_charge:R:1
O 0.53371 1.39830 0.55307 -0.76
C -0.48526 1.54606 -0.19982 0.73
O -1.33563 0.64129 -0.46355 -0.72
C -0.78285 2.94576 -0.76186 -0.89
H -1.65638 3.34925 -0.24929 0.22
H 0.14252 3.58682 -0.63603 0.24
H -0.96443 2.79777 -1.86203 0.23
C 1.32295 -2.00275 -0.03671 0.07
C 0.99352 -1.52590 -1.26588 -0.68
C -0.47081 -1.45136 1.40401 0.00
N 0.42573 -2.31554 1.02604 -0.58
H 2.37316 -2.21373 0.24852 0.29
H -0.03187 -1.24667 -1.51905 0.23
H 1.77241 -1.31397 -2.00234 0.22
H -1.41408 -1.79846 1.90753 0.25
H -0.25136 -0.33977 1.37578 0.16
```

Its HOMO-LUMO gap is 8.31 eV. The spin multiplicity is 1. The net charge is -1.


The structure with the most favorable energy is version b; the runner-up is 0.1149 hartree above it.


Version a
Computed, not measured: one molecule with the formula C3H3ClOS, with ωB97M-V with the def2-TZVPD basis set.

```
9
Properties=species:S:1:pos:R:3:mulliken_charge:R:1
S -2.44462 -1.00382 0.01437 -0.41
C -1.78572 0.41664 -0.11271 0.13
O -0.47287 0.58245 -0.00050 -0.21
C 0.45710 -0.53619 -0.05657 -0.05
C 1.63639 0.10947 0.17873 -0.27
Cl 3.32985 -0.63569 -0.05049 -0.18
H -2.21369 1.40891 -0.13897 0.34
H -0.03463 -1.50488 0.05249 0.27
H 1.52819 1.16311 0.11365 0.38
```

Its HOMO-LUMO gap is 9.28 eV. The spin multiplicity is 1. As for the SMILES: S=CO/C=C/Cl. The net charge is 0.


Version b
Computed, not measured: C3H3ClOS as an isolated structure, with ωB97M-V with the def2-TZVPD basis set.

```
9
Properties=species:S:1:pos:R:3:mulliken_charge:R:1
C -0.01864 -0.41789 -0.42558 -0.79
C 0.80695 0.82242 -0.31255 0.30
C 2.23981 -1.67647 -1.11842 -0.11
O 1.65952 1.11613 -1.08168 -0.39
S 0.72666 -1.54687 -1.80689 0.02
Cl 3.29060 -2.52800 -2.14410 -0.10
H -1.00053 -0.32880 -0.59466 0.48
H 0.07227 -1.09014 0.36545 0.36
H 0.50337 1.35390 0.66905 0.25
```

Its HOMO-LUMO gap is 8.60 eV. The spin multiplicity is 1. The net charge is 0.


The structure with the most favorable energy is version a; the runner-up is 0.0330 hartree above it.


Version a
Computed, not measured: a 2-piece molecular cluster, C4H10N overall, with ωB97M-V with the def2-TZVPD basis set.

```
15
Properties=species:S:1:pos:R:3:mulliken_spin:R:1
C 0.90635 -2.01621 -4.32265 0.41
C -0.28420 -2.06194 -3.58383 0.41
H 0.92415 -1.54108 -5.30405 0.04
H 1.84886 -2.24630 -3.83172 0.04
H -1.24132 -1.81161 -4.04571 0.04
H -0.40573 -2.03133 -2.50572 0.06
C 0.11757 0.58136 1.78286 0.00
C -0.30287 2.13589 3.68569 0.00
N -0.64301 1.49808 2.64382 0.00
H 0.75301 1.17838 1.12351 0.00
H 0.80893 0.03689 2.41527 0.00
H -0.54068 -0.01572 1.17092 0.00
H 0.65314 1.92326 4.15545 0.00
H -0.96597 2.79741 4.22538 0.00
H -1.62822 1.57293 2.39080 0.00
```

Its HOMO-LUMO gap (spin up / spin down) is 11.40 / 7.96 eV. The spin multiplicity is 2. The net charge is +2.


Version b
Computed, not measured: a 2-piece molecular cluster, C4H10N overall, with ωB97M-V with the def2-TZVPD basis set.

```
15
Properties=species:S:1:pos:R:3:mulliken_spin:R:1
C -0.45269 -0.55666 -1.27338 0.12
C -1.20611 -0.36662 -0.01603 0.12
C -1.42731 1.10266 0.51263 0.12
C 2.79256 -0.26526 0.64397 0.01
N 1.84053 0.22443 0.11446 0.18
H 0.59074 -0.16826 -0.68205 0.16
H -0.88379 0.06667 -2.05757 0.00
H -0.18078 -1.53614 -1.66722 0.03
H -2.23999 -0.80435 -0.21943 0.18
H -0.76028 -0.85555 0.85220 -0.01
H -0.40335 1.44222 0.70618 0.05
H -2.01271 1.06895 1.43025 0.00
H 2.94720 -0.09250 1.73979 0.01
H 3.40148 -1.00425 0.06497 0.03
H -2.00551 1.74465 -0.14879 0.00
```

Its HOMO-LUMO gap (spin up / spin down) is 6.41 / 6.99 eV. The spin multiplicity is 2. The net charge is +2.


The structure with the most favorable energy is version a; the runner-up is 0.2420 hartree above it.